1.
{"formula": "C33H77AgF2N11O11Pt", "method": "ωB97M-V with the def2-TZVPD basis set", "homo_lumo_gap_ev": [7.288, 6.342], "spin_multiplicity": 3, "s2": 2.00, "homo_ev": [-10.35, -10.35], "total_charge": 1, "max_force_ev_per_a": 4.0, "symbols": ["Pt", "Ag", "F", "F", "O", "O", "O", "O", "O", "O", "O", "O", "O", "O", "O", "N", "N", "N", "N", "N", "N", "N", "N", "N", "N", "N", "C", "C", "C", "C", "C", "C", "C", "C", "C", "C", "C", "C", "C", "C", "C", "C", "C", "C", "C", "C", "C", "C", "C", "C", "C", "C", "C", "C", "C", "C", "C", "C", "C", "H", "H", "H", "H", "H", "H", "H", "H", "H", "H", "H", "H", "H", "H", "H", "H", "H", "H", "H", "H", "H", "H", "H", "H", "H", "H", "H", "H", "H", "H", "H", "H", "H", "H", "H", "H", "H", "H", "H", "H", "H", "H", "H", "H", "H", "H", "H", "H", "H", "H", "H", "H", "H", "H", "H", "H", "H", "H", "H", "H", "H", "H", "H", "H", "H", "H", "H", "H", "H", "H", "H", "H", "H", "H", "H", "H", "H"], "positions_angstrom": [[0.642, 2.935, -2.934], [-0.429, 0.768, -0.606], [0.573, 3.072, -0.775], [0.749, 0.716, -2.669], [-2.357, 1.613, 0.580], [-2.156, -1.604, -0.490], [0.364, 0.010, 1.535], [0.711, 5.745, 5.094], [0.945, -1.957, -6.157], [3.720, -4.673, 0.485], [4.722, 0.184, -4.821], [-2.509, -2.660, 4.189], [2.894, 3.079, -2.884], [3.936, 4.946, 1.069], [-1.727, 2.558, -3.028], [3.980, 2.710, 1.507], [-4.296, -1.233, 3.868], [0.850, -2.122, 2.245], [-0.510, -2.700, -4.597], [1.754, -5.541, -0.274], [4.166, -0.822, -2.852], [-3.608, 1.249, -2.820], [-3.118, 3.546, 1.453], [4.925, 4.118, -2.768], [-0.135, 3.780, 4.340], [-3.680, -3.302, -0.364], [3.940, 0.092, -3.888], [3.405, 3.853, 1.064], [-2.328, 4.404, 0.646], [0.004, -1.094, 1.874], [5.146, -1.832, -2.928], [-1.006, 3.547, 5.494], [0.695, -6.530, 0.009], [2.919, -5.613, 0.430], [5.341, 2.706, 1.959], [6.001, 4.518, -1.862], [-3.607, 0.062, 4.105], [3.901, 3.363, -2.248], [3.285, 1.412, 1.452], [0.542, -1.918, -4.995], [-2.816, -4.413, -0.395], [-3.169, 2.248, 1.307], [2.328, -2.057, 2.190], [-5.110, -3.560, 0.072], [-3.826, 4.145, 2.545], [3.303, -0.716, -1.701], [-5.841, -1.239, 3.799], [-1.107, -2.560, -3.270], [-0.966, -3.775, -5.358], [-3.078, 0.055, -3.474], [-3.287, -1.995, -0.290], [0.124, 2.625, 3.496], [1.216, -4.296, -0.837], [4.850, 4.937, -3.993], [-2.941, 2.390, -2.762], [0.618, 4.886, 4.195], [-3.693, -2.452, 4.003], [0.276, -3.326, 2.842], [-5.071, 1.230, -2.401], [4.129, 3.058, -1.215], [-2.914, 5.079, 0.022], [-1.075, -1.206, 2.063], [-4.413, -3.281, 3.931], [4.205, 4.481, -4.745], [3.079, 0.769, -3.778], [0.796, 2.907, 2.685], [0.915, -4.209, 2.845], [4.551, 5.929, -3.656], [-5.194, 0.281, -1.879], [-4.466, 4.989, 2.289], [-2.197, -2.591, -3.245], [2.855, -1.868, 3.125], [-5.299, 2.018, -1.683], [-1.617, 4.993, 1.225], [3.988, 0.659, 1.095], [0.316, -3.953, -0.327], [2.397, -1.322, -1.719], [-0.869, -1.655, -2.711], [-3.945, 1.788, 1.939], [1.173, 4.898, 3.244], [2.730, -2.929, 1.673], [3.073, 1.073, 2.466], [-6.185, -0.724, 4.696], [-0.486, -3.900, -6.328], [2.334, 1.464, 0.922], [5.913, 4.046, -0.883], [2.377, 3.663, 0.717], [5.952, 1.970, 1.437], [-0.754, -3.433, -2.720], [-5.788, 1.150, -3.219], [-5.308, -4.007, 1.046], [-3.515, -0.108, -4.459], [5.763, -1.649, -3.807], [4.598, -2.773, -2.985], [-2.599, -4.954, 0.526], [-1.790, -4.175, -0.677], [-0.823, 2.171, 3.206], [0.860, -1.308, -4.136], [-3.458, 0.247, 5.169], [0.575, -7.100, -0.913], [-1.593, 3.892, 0.026], [0.755, 1.879, 3.979], [-3.233, -0.813, -2.834], [-6.303, -2.221, 3.703], [-3.082, 4.516, 3.250], [2.614, -1.272, 1.490], [-6.241, -0.722, 2.926], [0.989, -7.317, 0.704], [-1.398, 4.519, 5.793], [-2.620, 0.181, 3.657], [-2.015, 0.094, -3.710], [-5.768, -2.727, -0.172], [-1.995, -3.589, -5.666], [-4.519, 3.518, 3.106], [5.401, 2.481, 3.024], [3.891, -1.080, -0.858], [5.822, 5.573, -1.652], [-0.808, -4.711, -4.823], [5.776, 5.039, -4.560], [-3.182, -5.082, -1.175], [-4.240, 0.900, 3.814], [-0.276, -6.192, 0.370], [-0.754, -3.548, 2.564], [0.941, -4.458, -1.879], [-5.392, -4.300, -0.677], [3.112, -6.597, 0.886], [5.708, 3.722, 1.812], [3.129, 0.318, -1.404], [0.252, -2.992, 3.880], [2.046, -3.589, -0.837], [6.934, 4.440, -2.421], [-4.110, -1.310, -0.034], [-3.573, 3.245, -2.474], [5.802, -1.778, -2.060], [-0.537, 3.055, 6.346], [-1.873, 2.927, 5.267]], "lowdin_spin": [1.598, -0.002, 0.159, 0.152, 0.000, 0.000, 0.000, 0.000, 0.000, 0.000, 0.000, 0.000, 0.046, 0.000, 0.025, 0.000, 0.000, 0.000, 0.000, 0.000, 0.000, 0.001, 0.000, 0.005, 0.000, 0.000, 0.000, 0.000, 0.000, 0.000, 0.000, 0.000, 0.000, 0.000, 0.000, 0.001, 0.000, 0.007, 0.000, 0.000, 0.000, 0.000, 0.000, 0.000, 0.000, 0.001, 0.000, 0.000, 0.000, 0.000, 0.000, 0.000, 0.000, 0.000, 0.004, 0.000, 0.000, 0.000, 0.000, 0.000, 0.000, 0.000, 0.000, 0.000, 0.000, 0.000, 0.000, 0.000, 0.000, 0.000, 0.000, 0.000, 0.000, 0.000, 0.000, 0.000, 0.000, 0.000, 0.000, 0.000, 0.000, 0.000, 0.000, 0.000, 0.000, 0.000, 0.001, 0.000, 0.000, 0.000, 0.000, 0.000, 0.000, 0.000, 0.000, 0.000, 0.000, 0.001, 0.000, 0.000, 0.000, 0.000, 0.000, 0.000, 0.000, 0.000, 0.000, 0.000, 0.000, 0.000, 0.000, 0.000, 0.000, 0.000, 0.000, 0.000, 0.000, 0.000, 0.000, 0.000, 0.000, 0.000, 0.000, 0.000, 0.000, 0.000, 0.000, 0.000, 0.000, 0.000, 0.000, 0.000, 0.000, 0.000, 0.000, 0.000]}

---

2.
{"formula": "C6H10O", "method": "ωB97M-V with the def2-TZVPD basis set", "homo_lumo_gap_ev": 10.376, "homo_ev": -9.23, "de_lowest_kj_mol": 162.9, "max_force_ev_per_a": 0.4, "symbols": ["O", "C", "C", "C", "C", "C", "C", "H", "H", "H", "H", "H", "H", "H", "H", "H", "H"], "positions_angstrom": [[-1.155, 0.837, 1.172], [1.124, 0.741, 0.269], [-2.051, 0.031, 0.419], [-0.968, -0.874, -0.090], [-0.056, -0.042, 0.812], [-1.721, 0.028, -1.035], [2.280, -0.126, -0.222], [0.772, 1.394, -0.539], [0.243, -0.632, 1.689], [2.676, -0.768, 0.575], [-2.440, -0.492, -1.664], [3.103, 0.502, -0.579], [-1.244, 0.889, -1.497], [-0.959, -1.955, -0.168], [-3.034, -0.167, 0.835], [1.462, 1.405, 1.075], [1.970, -0.771, -1.052]], "lowdin_charge": [-0.044, -0.204, -0.252, -0.142, -0.300, -0.051, -0.099, 0.109, 0.154, 0.074, 0.108, 0.071, 0.106, 0.132, 0.146, 0.119, 0.075]}

---

3.
{"formula": "C42H52BFIrN3O2P2S", "method": "ωB97M-V with the def2-TZVPD basis set", "homo_lumo_gap_ev": 7.241, "homo_ev": -12.25, "de_lowest_kj_mol": 0.0, "total_charge": 2, "max_force_ev_per_a": 0.4, "symbols": ["Ir", "S", "P", "P", "F", "O", "O", "N", "N", "N", "C", "C", "C", "C", "C", "C", "C", "C", "C", "C", "C", "C", "C", "C", "C", "C", "C", "C", "C", "C", "C", "C", "C", "C", "C", "C", "C", "C", "C", "C", "C", "C", "C", "C", "C", "C", "C", "C", "C", "C", "C", "C", "B", "H", "H", "H", "H", "H", "H", "H", "H", "H", "H", "H", "H", "H", "H", "H", "H", "H", "H", "H", "H", "H", "H", "H", "H", "H", "H", "H", "H", "H", "H", "H", "H", "H", "H", "H", "H", "H", "H", "H", "H", "H", "H", "H", "H", "H", "H", "H", "H", "H", "H", "H", "H"], "positions_angstrom": [[0.236, 0.170, 0.566], [5.227, 5.050, 1.096], [1.688, 0.905, 2.099], [0.461, 2.401, 0.385], [-0.600, -0.227, -1.211], [-1.227, 1.638, 2.800], [-1.975, -0.500, 2.438], [1.476, 2.556, 1.748], [-0.292, -4.490, -0.923], [0.093, -2.085, 0.668], [5.050, -1.290, 1.499], [0.709, -0.118, 5.941], [3.140, 4.185, 2.627], [-5.162, -0.113, 7.463], [2.948, 3.575, -3.285], [3.357, 0.426, 1.592], [-2.848, 2.187, 4.610], [-3.902, 1.645, 5.335], [2.175, 4.541, -2.654], [-1.020, 3.409, 0.421], [-4.382, 0.344, 5.133], [2.151, 1.923, -1.739], [4.191, 1.285, 0.884], [1.810, 0.349, 6.645], [-6.771, 0.746, 5.743], [1.706, 0.632, 3.878], [5.880, -0.424, 0.792], [-1.057, 4.770, 0.726], [2.931, 2.265, -2.833], [-1.253, -2.554, 0.262], [2.825, 1.074, 4.593], [0.655, 0.026, 4.564], [-2.194, 2.756, 0.045], [1.385, 2.887, -1.089], [-2.258, 5.460, 0.672], [1.084, -4.091, -0.467], [1.125, -2.586, -0.265], [3.443, 4.882, 1.308], [5.238, 5.892, -0.497], [-3.423, 4.803, 0.305], [-2.735, 0.091, 3.447], [3.795, -0.865, 1.900], [-5.553, -0.157, 5.979], [-5.943, -1.593, 5.627], [-2.281, 1.373, 3.658], [-3.389, 3.453, -0.015], [1.392, 4.200, -1.564], [5.454, 0.859, 0.492], [-3.777, -0.456, 4.161], [1.713, 3.663, 2.693], [2.871, 0.939, 5.970], [-1.327, -4.057, 0.082], [-1.054, 0.481, 2.055], [-2.306, -4.356, -0.288], [-7.068, 0.734, 4.693], [0.990, 4.447, 2.486], [-6.571, 1.779, 6.026], [4.748, 6.862, -0.426], [4.757, 5.284, -1.263], [3.737, 1.287, 6.515], [-6.264, -1.682, 4.587], [0.955, -2.076, -1.217], [-0.112, -0.590, 6.462], [-0.339, -5.500, -1.071], [-4.294, 2.941, -0.311], [1.276, -4.642, 0.454], [-4.111, -1.464, 3.962], [-7.615, 0.396, 6.339], [-0.494, -4.049, -1.825], [6.279, 6.048, -0.773], [3.518, 1.509, -3.338], [2.113, -2.302, 0.099], [3.864, 2.287, 0.645], [2.968, 5.869, 1.282], [-4.358, 5.346, 0.263], [-1.502, -2.030, -0.662], [-2.171, 1.701, -0.214], [6.866, -0.751, 0.491], [3.554, 3.843, -4.140], [3.171, -1.521, 2.501], [2.173, 5.559, -3.022], [6.106, 1.541, -0.038], [-1.112, -4.606, 0.999], [-0.159, 5.310, 0.996], [3.329, 4.863, 3.461], [-1.968, -2.246, 1.020], [3.823, 3.340, 2.754], [5.397, -2.282, 1.757], [0.291, -2.389, 1.618], [-2.281, 6.515, 0.910], [1.847, 0.244, 7.721], [3.669, 1.508, 4.073], [3.049, 4.300, 0.472], [-5.124, -2.292, 5.805], [1.801, -4.405, -1.223], [-6.779, -1.903, 6.254], [2.134, 0.892, -1.401], [-4.919, 0.898, 7.789], [-2.498, 3.196, 4.780], [-0.212, -0.359, 4.041], [-5.990, -0.470, 8.077], [-4.371, 2.264, 6.088], [1.483, 3.297, 3.693], [0.771, 4.955, -1.102], [-4.297, -0.750, 7.658]], "lowdin_charge": [1.044, 0.829, 0.839, 0.894, -0.529, 0.103, 0.102, -0.344, 0.068, -0.144, -0.068, -0.042, -0.256, -0.040, -0.054, -0.341, 0.042, -0.011, -0.061, -0.321, -0.152, -0.106, -0.082, -0.044, -0.039, -0.312, -0.053, -0.085, -0.055, -0.169, -0.075, -0.065, -0.085, -0.319, -0.050, -0.080, -0.178, -0.526, -0.398, -0.047, -0.179, -0.116, -0.561, -0.068, -0.194, -0.045, -0.076, -0.043, 0.074, -0.196, -0.045, -0.075, -0.800, 0.147, 0.093, 0.105, 0.080, 0.042, 0.018, 0.118, 0.087, 0.122, 0.117, 0.190, 0.116, 0.144, 0.116, 0.092, 0.193, 0.037, 0.113, 0.118, 0.076, 0.094, 0.117, 0.117, 0.095, 0.116, 0.117, 0.108, 0.119, 0.116, 0.144, 0.096, 0.125, 0.123, 0.078, 0.111, 0.136, 0.116, 0.118, 0.108, 0.039, 0.086, 0.146, 0.092, 0.081, 0.080, 0.129, 0.089, 0.092, 0.115, 0.115, 0.101, 0.090]}

---

What is the formula in the third record?
C42H52BFIrN3O2P2S

---

Number 3 is which compound?
C42H52BFIrN3O2P2S